# 1
C3H5FN2OS as an isolated structure in a non-equilibrium geometry, computed with ωB97M-V/def2-TZVPD.

Summary:
charge	0
E_HOMO	-9.1	eV
LUMO	-0.51	eV
M	136.15	g/mol

```
13
Properties=species:S:1:pos:R:3:lowdin_charge:R:1
C 0.354 -0.963 0.934 -0.218
C -0.384 0.387 -0.772 -0.843
C -1.761 0.269 -0.215 -0.218
H 2.782 -0.073 -0.903 0.212
H 2.604 0.815 0.925 0.238
H -0.733 -1.494 0.875 0.179
H -2.134 -0.753 -0.480 0.128
H -2.395 0.890 -0.890 0.107
N 1.913 0.704 -0.257 -0.031
N 0.665 0.021 -0.035 -0.243
O 1.165 -1.306 1.848 -0.009
F -1.888 0.439 1.200 -0.057
S -0.187 1.064 -2.230 0.755
```

# 2
C18H23N5RuS2 as an isolated structure in a non-equilibrium geometry, computed with ωB97M-V/def2-TZVPD.

Summary:
charge	+3
multiplicity	2
E_HOMO (spin up / spin down)	-17.5 / -18.1	eV
LUMO (spin up / spin down)	-10.14 / -11.54	eV
M	474.62	g/mol

```
49
Properties=species:S:1:pos:R:3:lowdin_spin:R:1
Ru -0.838 0.080 -0.670 -0.001
C -2.876 0.168 -3.078 0.000
C -3.716 0.816 -1.949 0.000
N -2.904 1.139 -0.761 0.000
C -3.490 0.856 0.562 0.001
C -3.896 -0.599 0.761 0.000
S -2.541 -1.761 0.329 0.000
C -3.103 -2.401 -1.307 0.000
C -2.097 -2.134 -2.415 0.000
N -1.787 -0.707 -2.601 0.000
H -2.421 0.966 -3.671 0.000
H -3.549 -0.390 -3.741 0.000
H -4.537 0.163 -1.659 0.000
H -4.163 1.726 -2.363 0.000
H -2.647 2.131 -0.778 0.000
H -4.368 1.489 0.754 0.000
H -2.713 1.107 1.308 0.000
H -4.780 -0.883 0.191 0.000
H -4.124 -0.765 1.816 0.000
H -4.078 -1.975 -1.529 0.000
H -3.217 -3.479 -1.182 0.000
H -2.486 -2.576 -3.344 0.000
H -1.152 -2.640 -2.171 0.000
H -1.011 -0.650 -3.271 0.000
N 3.409 0.137 1.284 0.138
C 3.684 -0.790 2.275 0.108
C 4.934 -0.801 2.887 -0.003
C 5.180 -1.667 3.939 0.080
C 4.192 -2.556 4.373 0.058
C 2.958 -2.593 3.743 0.004
C 2.692 -1.708 2.703 0.125
S 1.134 -1.733 1.899 0.357
N 1.173 -0.443 0.874 0.137
C 2.213 0.340 0.697 0.002
C 2.022 1.521 -0.166 0.001
C 2.906 2.599 -0.228 -0.004
C 2.597 3.679 -1.044 0.001
C 1.423 3.664 -1.784 -0.003
C 0.587 2.563 -1.654 -0.001
N 0.877 1.532 -0.868 -0.001
H 4.184 0.737 1.014 0.003
H 5.702 -0.125 2.542 -0.002
H 6.142 -1.646 4.430 0.003
H 4.395 -3.221 5.199 0.002
H 2.209 -3.303 4.061 -0.002
H 3.815 2.634 0.352 0.000
H 3.259 4.529 -1.105 0.000
H 1.162 4.468 -2.454 0.000
H -0.353 2.500 -2.202 0.000
```

# 3
C4H8S4 in the gas phase in a non-equilibrium geometry, computed with ωB97M-V/def2-TZVPD.

Summary:
charge	0
E_HOMO	-8.7	eV
LUMO	-0.05	eV
M	184.38	g/mol

```
16
Properties=species:S:1:pos:R:3:lowdin_charge:R:1
C 2.152 0.309 2.314 -0.449
C 1.725 0.333 -0.492 -1.490
C -0.828 -0.282 -1.421 -0.568
C -2.261 -0.665 -1.081 -0.636
H 1.322 1.024 2.479 0.037
H 2.943 0.461 3.081 0.047
H 1.764 -0.715 2.409 0.032
H -0.344 -1.033 -2.029 0.065
H -0.773 0.634 -1.961 0.051
H -2.266 -1.547 -0.479 0.053
H -2.779 -0.943 -2.019 0.081
H -2.595 0.756 0.802 -0.161
S 2.951 0.591 0.722 0.793
S 2.124 0.518 -2.072 0.598
S 0.132 -0.108 0.105 0.850
S -3.266 0.666 -0.358 0.699
```

What is the M in the first record?
136.15 g/mol

Repeat the third record exactly.
C4H8S4 in the gas phase in a non-equilibrium geometry, computed with ωB97M-V/def2-TZVPD.

Summary:
charge	0
E_HOMO	-8.7	eV
LUMO	-0.05	eV
M	184.38	g/mol

```
16
Properties=species:S:1:pos:R:3:lowdin_charge:R:1
C 2.152 0.309 2.314 -0.449
C 1.725 0.333 -0.492 -1.490
C -0.828 -0.282 -1.421 -0.568
C -2.261 -0.665 -1.081 -0.636
H 1.322 1.024 2.479 0.037
H 2.943 0.461 3.081 0.047
H 1.764 -0.715 2.409 0.032
H -0.344 -1.033 -2.029 0.065
H -0.773 0.634 -1.961 0.051
H -2.266 -1.547 -0.479 0.053
H -2.779 -0.943 -2.019 0.081
H -2.595 0.756 0.802 -0.161
S 2.951 0.591 0.722 0.793
S 2.124 0.518 -2.072 0.598
S 0.132 -0.108 0.105 0.850
S -3.266 0.666 -0.358 0.699
```

Which of these has the lowest M?
C3H5FN2OS